No. 1
Here is a 4-piece molecular cluster, C10H22N6O2 overall in a non-equilibrium geometry from the OMol25 dataset. Energies are from wB97M-V/def2-TZVPD.

Last column: Löwdin charge in e.
Atoms and positions in Å:
1 C 1.038 -3.757 -2.364  -0.65
2 O 0.904 -3.978 -1.151  -0.02
3 N 0.608 -4.697 -3.276  0.14
4 N 1.560 -2.630 -2.900  0.16
5 H 0.479 -4.447 -4.237  0.09
6 H 0.040 -5.430 -2.892  0.10
7 H 1.775 -1.804 -2.315  0.06
8 H 2.062 -2.810 -3.752  0.10
9 C 1.429 -0.444 -0.098  -0.64
10 O 1.683 -0.318 -1.312  -0.03
11 N 0.968 -1.629 0.419  0.16
12 N 1.450 0.539 0.821  0.15
13 H 0.694 -2.469 -0.097  0.06
14 H 0.803 -1.670 1.407  0.05
15 H 1.284 0.396 1.811  0.04
16 H 1.728 1.434 0.451  0.09
17 C 0.412 3.310 -1.539  -0.12
18 C 0.180 4.121 -2.806  -0.26
19 C 0.407 3.327 -4.071  -0.20
20 C 1.818 3.177 -4.421  -0.24
21 N 2.919 3.116 -4.723  0.14
22 H 1.421 3.335 -1.110  0.07
23 H 0.170 2.266 -1.742  0.07
24 H -0.108 3.699 -0.659  0.07
25 H 0.824 5.002 -2.772  0.11
26 H -0.851 4.480 -2.768  0.11
27 H 0.002 3.818 -4.964  0.12
28 H -0.038 2.330 -4.035  0.12
29 C -3.068 -1.539 3.985  -0.10
30 C -2.874 -0.283 4.867  -0.24
31 C -1.413 -0.166 5.296  -0.18
32 C -0.395 -0.393 4.274  -0.19
33 N 0.393 -0.481 3.445  0.17
34 H -2.518 -1.537 3.046  0.07
35 H -4.138 -1.635 3.815  0.07
36 H -2.659 -2.374 4.559  0.08
37 H -3.485 -0.370 5.763  0.11
38 H -3.256 0.586 4.331  0.11
39 H -1.120 -0.900 6.056  0.13
40 H -1.129 0.829 5.656  0.12

Results
energy above the lowest of the compared OMol25 structures with the same formula, charge and spin = 0.0 kcal per mole
electronic energy = -23764.036 eV
gap between HOMO and LUMO = 9.61 eV



No. 2
Here is one molecule with the formula C4H9NO in a non-equilibrium geometry from the OMol25 dataset. Energies are from wB97M-V/def2-TZVPD.

Last column: Löwdin charge in e.
Atoms and positions in Å:
1 C -0.603 -0.273 -1.465  -0.37
2 N -0.320 0.793 -0.667  0.04
3 C 1.657 0.649 0.710  -0.07
4 C 0.118 0.706 0.741  -0.38
5 C -0.390 -0.530 1.479  -0.07
6 O -0.394 -1.440 -1.229  0.02
7 H -0.997 0.036 -2.449  0.13
8 H -0.977 1.545 -0.825  0.13
9 H 2.110 0.402 1.668  0.08
10 H 2.097 1.604 0.439  0.07
11 H 2.001 -0.069 -0.034  0.08
12 H -0.097 1.655 1.221  0.13
13 H -1.305 -0.977 1.088  0.07
14 H 0.319 -1.334 1.398  0.07
15 H -0.574 -0.347 2.540  0.08

Results
energy above the lowest of the compared OMol25 structures with the same formula, charge and spin = 18.5 kcal per mole
electronic energy = -7831.520 eV
gap between HOMO and LUMO = 10.66 eV



No. 3
Here is one molecule with the formula C19H21ClN4O2 in a non-equilibrium geometry from the OMol25 dataset. Energies are from wB97M-V/def2-TZVPD.

Last column: Löwdin charge in e.
Atoms and positions in Å:
1 O 4.921 1.198 0.350  0.10
2 O -2.125 1.057 4.204  0.09
3 Cl -2.393 -0.865 1.518  0.66
4 N 3.033 0.927 1.488  0.20
5 N 2.529 0.199 -3.063  0.15
6 C 3.715 0.960 0.323  -0.44
7 C -1.091 0.445 4.136  -0.46
8 C 1.721 0.755 1.465  -0.13
9 C 1.430 0.191 -2.346  -0.21
10 C 3.558 0.467 -2.149  -0.02
11 C 0.988 0.722 2.735  0.07
12 C 3.046 0.680 -0.918  -0.18
13 C 0.952 0.550 0.184  -0.07
14 C -0.403 0.402 0.237  0.00
15 C -0.386 0.493 2.818  -0.13
16 N 1.720 0.532 -0.998  0.09
17 N -0.596 -0.247 5.243  -0.13
18 C -1.213 0.491 1.552  -0.58
19 C 0.204 -1.448 5.070  -0.06
20 C -1.145 0.071 6.576  -0.03
21 C -2.329 -0.794 -4.206  -0.19
22 C -1.073 -1.146 -5.047  -0.19
23 C -2.200 0.556 -3.439  -0.18
24 C 0.184 -1.181 -4.155  -0.15
25 C -0.743 0.979 -3.215  -0.17
26 C 0.088 -0.272 -2.891  -0.25
27 H 4.604 0.470 -2.427  0.12
28 H 1.638 0.841 3.610  0.13
29 H -1.047 0.260 -0.634  0.08
30 H -1.813 1.429 1.543  0.14
31 H 0.168 -2.062 5.927  0.07
32 H -0.126 -2.101 4.252  0.10
33 H 1.266 -1.244 4.900  0.08
34 H -0.492 -0.350 7.347  0.09
35 H -1.234 1.169 6.739  0.10
36 H -2.134 -0.324 6.710  0.08
37 H -3.191 -0.721 -4.870  0.10
38 H -2.545 -1.619 -3.495  0.11
39 H -1.224 -2.127 -5.513  0.11
40 H -0.978 -0.368 -5.814  0.11
41 H -2.702 0.472 -2.470  0.10
42 H -2.678 1.335 -4.049  0.11
43 H 0.434 -2.207 -3.823  0.12
44 H 1.010 -0.821 -4.798  0.11
45 H -0.259 1.385 -4.074  0.11
46 H -0.724 1.743 -2.407  0.12
47 H -0.368 -0.887 -2.128  0.12

Results
energy above the lowest of the compared OMol25 structures with the same formula, charge and spin = 61.0 kcal per mole
electronic energy = -42620.743 eV
gap between HOMO and LUMO = 7.27 eV



| no. | E_HOMO (eV) |
| --- | --- |
| 1 | -9.117 |
| 2 | -9.820 |
| 3 | -8.919 |